[1]
Density functional theory data (wB97M-V/def2-TZVPD) for the ion CClF2O3S with charge -1 at a distorted geometry.

Energy above the lowest of the compared OMol25 structures with the same formula, charge and spin ... 23.8 kcal/mol
Gap between HOMO and LUMO ... 9.2 eV
HOMO energy ... -0.2076 Ha
SMILES string ... O=S(=O)([O-])C(F)(F)Cl
E_tot ... -1322.00246 Ha
Total charge ... -1

```
8
CClF2O3S, DFT wB97M-V/def2-TZVPD
O 1.02215 -1.13303 1.21970
S 1.03821 -0.22776 0.04996
O 1.10369 -0.85301 -1.28316
O 1.59705 1.02831 0.38453
C -0.82970 0.21732 -0.08993
F -1.08642 1.37567 0.85632
F -1.02042 0.70065 -1.30704
Cl -1.82456 -1.10815 0.16963
```


[2]
Density functional theory data (wB97M-V/def2-TZVPD) for the ion C5H9N with charge +1 at a distorted geometry.

⟨S²⟩ ... 0.80
Energy above the lowest of the compared OMol25 structures with the same formula, charge and spin ... 139.3 kcal/mol
Gap between HOMO and LUMO (spin up / spin down) ... 7.2 / 7.2 eV
2S+1 ... 2
HOMO energy (spin up / spin down) ... -0.5211 / -0.5151 Ha
E_tot ... -250.14665 Ha
Total charge ... +1

```
15
C5H9N, DFT wB97M-V/def2-TZVPD
C 1.70447 0.67407 0.79615
N -0.38548 -0.12826 -2.29965
C 0.17752 0.55565 -1.14574
C 0.78746 -0.14363 -0.03515
C -1.81567 -0.80617 0.92180
C -0.77903 0.13648 0.34715
H 2.74299 0.65867 0.42833
H 1.83309 0.22230 1.80764
H 1.21687 1.62451 1.06092
H -0.64737 0.50202 -2.96827
H -1.14328 -0.66757 -1.94186
H 0.94884 -1.24539 -0.06690
H -1.60046 -0.83991 1.95472
H -2.28062 -1.58672 0.30881
H -0.75932 1.04394 0.83204
```